# C17H23AuN4O4PTe

A structure of composition C17H23AuN4O4PTe (ωB97M-V with the def2-TZVPD basis set, OMol25).

The charge is +1. Its expectation value of S² is 2.01. The value obtained for the HOMO-LUMO gap (alpha / beta) is 8.51 / 5.76 eV. The LUMO energy (alpha / beta) is -1.96 / -4.66 eV. The multiplicity is 3.

Cartesian coordinates (Å):
H (-2.693, -5.249, -0.038)
N (1.272, -0.701, -1.948)
H (1.960, -2.497, -1.003)
C (-1.592, -3.287, -2.232)
O (0.915, 2.813, 0.011)
Te (-1.658, 1.798, 1.943)
H (1.044, 3.112, 2.072)
H (-1.643, -2.558, 5.242)
H (-0.346, 5.397, 0.035)
H (1.429, 1.141, -2.998)
C (-2.058, -3.938, 3.643)
C (-1.691, -2.700, 4.171)
H (-2.435, 6.765, 0.104)
C (3.441, -1.162, -1.956)
C (4.247, 0.862, -3.214)
H (5.190, 0.324, -3.219)
H (-2.469, -5.294, -2.558)
H (1.487, 0.692, 1.586)
C (-1.777, -3.057, 1.386)
N (-1.401, -2.589, -1.059)
H (3.979, 1.104, -4.241)
H (4.425, -1.583, -1.841)
N (-2.291, -4.496, -0.565)
O (-1.310, 3.720, -0.709)
C (-1.330, 4.927, 0.086)
H (-2.391, -5.064, 1.897)
C (1.903, 0.270, -2.578)
H (-2.195, 6.066, -1.507)
C (1.675, 2.809, 1.234)
C (-1.822, -3.340, -0.040)
C (2.220, -1.605, -1.546)
H (-3.374, 5.341, -0.404)
O (-0.714, 1.416, -1.276)
H (-1.323, -2.871, -3.187)
H (2.451, 3.561, 1.098)
P (-0.623, 2.412, -0.148)
C (-2.150, -4.481, -1.931)
C (-2.104, -4.093, 2.280)
C (-2.406, 5.836, -0.463)
H (-1.540, 4.675, 1.132)
C (2.277, 1.440, 1.487)
C (-1.389, -1.661, 3.328)
H (2.920, 1.153, 0.653)
O (-0.983, -0.769, 1.213)
C (-1.388, -1.800, 1.921)
H (-2.303, -4.765, 4.295)
Au (-0.798, -0.650, -1.015)
H (4.374, 1.786, -2.653)
H (2.868, 1.456, 2.402)
H (-1.101, -0.692, 3.716)
N (3.224, 0.026, -2.608)

The net atomic charges from natural (NBO), expressed in e, are: H 0.435; N -0.564; H 0.230; C -0.086; O -0.831; Te 0.101; H 0.192; H 0.225; H 0.192; H 0.231; C -0.251; C -0.171; H 0.228; C -0.072; C -0.406; H 0.228; H 0.242; H 0.222; C -0.229; N -0.564; H 0.226; H 0.235; N -0.494; O -0.813; C -0.067; H 0.191; C 0.203; H 0.224; C -0.063; C 0.419; C -0.089; H 0.222; O -1.139; H 0.238; H 0.200; P 2.048; C -0.062; C -0.143; C -0.625; H 0.178; C -0.640; C -0.239; H 0.211; O -0.801; C 0.372; H 0.227; Au 1.285; H 0.220; H 0.231; H 0.209; N -0.318